Record 1
DFT (ωB97M-V/def2-TZVPD) results for a molecular structure, C28H24Cl5InN5.

Spin multiplicity: 1
Charge: +1
E_HOMO: -10.66 eV
Calculated total energy: -104647.5976 eV
Lowest unoccupied orbital energy: -3.76 eV
HOMO-LUMO gap: 6.90 eV

```
63
Properties=species:S:1:pos:R:3:forces:R:3
In -0.387534 0.778817 0.351568 0.0 -0.1 0.2
C -1.791731 3.349332 -2.125012 0.0 0.0 0.0
C -2.185070 1.965376 -2.567818 0.0 -0.1 0.0
C -2.277069 1.686046 -3.930746 0.0 0.0 0.0
C -2.716873 0.453743 -4.377953 0.0 0.0 0.0
C -3.088877 -0.525920 -3.467716 0.0 0.0 0.0
C -2.997275 -0.294524 -2.102763 0.0 0.0 -0.1
C -3.389331 -1.349161 -1.107626 0.0 0.0 0.0
C -2.522086 0.948782 -1.668245 0.0 0.0 0.1
N -2.331059 1.131897 -0.253193 0.3 -0.1 -0.3
C -3.193342 1.875078 0.477543 -0.2 0.2 0.3
C -4.518102 2.279772 -0.110151 0.1 0.0 0.0
C -2.927351 2.265706 1.754187 -0.7 0.2 -0.3
C -3.850027 3.102651 2.600317 0.0 -0.1 0.0
N -1.751808 1.853266 2.338821 0.9 -0.1 0.9
C -0.880901 1.629734 3.109559 -0.4 0.0 -0.9
C 2.946764 0.460333 3.727909 0.0 -0.1 0.0
C 3.260515 1.628578 2.841316 0.0 0.0 0.0
C 3.686040 -0.112558 4.736547 0.0 0.0 0.0
C 3.282235 -1.123866 5.588630 0.0 0.0 0.0
C 1.972474 -1.600075 5.551123 0.0 0.0 0.0
C 1.004989 -1.283097 4.647506 0.1 0.0 0.0
C -0.416991 -1.697789 4.504890 0.0 -0.1 0.1
H -1.056358 3.775050 -2.805452 0.0 0.0 0.0
H -1.379203 3.376248 -1.117286 0.0 0.0 0.0
H -2.663936 4.007328 -2.132155 0.0 0.0 0.0
H -2.002276 2.453867 -4.643460 0.0 0.0 0.0
H -2.778897 0.256091 -5.439843 0.0 0.0 0.0
H -3.450714 -1.483940 -3.820116 0.0 0.0 0.0
H -3.769806 -2.233993 -1.614804 0.0 0.0 0.0
H -4.160809 -0.987213 -0.425835 0.0 0.0 0.0
H -2.538055 -1.656101 -0.491696 0.0 0.0 0.0
H -4.699066 1.803161 -1.069596 0.0 0.0 0.0
H -4.552914 3.361489 -0.249120 0.0 0.0 0.0
H -5.325332 2.010124 0.570602 0.0 0.0 0.0
H -4.749761 2.549979 2.881373 0.0 0.0 0.1
H -4.166840 4.003880 2.075075 0.0 0.0 0.0
H -3.338420 3.407896 3.510711 -0.1 0.0 0.0
H 2.671132 1.627652 1.923234 0.0 0.0 0.0
H 4.309261 1.594603 2.545245 0.0 0.0 0.0
H 3.072221 2.572533 3.353575 0.0 0.0 0.0
H 4.646015 0.365716 4.908448 0.0 0.0 0.0
H 3.945030 -1.460813 6.369373 0.0 0.0 0.0
H 1.624365 -2.239466 6.356728 0.0 0.0 0.0
H -0.676793 -2.305274 5.371365 0.0 0.0 0.0
H -0.578741 -2.315311 3.616233 0.0 0.0 0.0
H -1.088043 -0.838916 4.473299 0.0 0.0 0.0
Cl 0.157399 -1.005724 -1.906601 0.0 0.0 0.0
C 1.051192 -1.614652 -0.550811 0.1 -0.1 0.1
C 0.894022 -0.966690 0.670918 0.0 0.0 0.1
C 1.677334 -1.448994 1.703786 -0.1 -0.1 -0.7
Cl 1.529446 -0.387495 3.234854 -0.1 0.2 0.3
C 2.563430 -2.507637 1.593697 -0.2 0.1 0.0
Cl 3.503343 -3.002466 2.933403 0.1 0.0 0.1
C 2.670739 -3.152139 0.362836 0.0 0.0 0.0
Cl 3.736270 -4.472855 0.179217 0.0 0.0 0.0
C 1.917755 -2.692259 -0.726578 0.0 0.0 0.0
Cl 2.075693 -3.437482 -2.250674 0.0 0.0 0.0
N 1.026559 2.184848 -0.273928 0.0 0.0 0.0
C 1.307974 2.362450 -1.420421 0.1 -0.1 0.1
N 1.586830 2.661763 -2.592921 0.0 0.1 -0.1
C 2.185772 1.836156 -3.450402 0.0 -0.1 0.1
N 2.670170 1.134957 -4.226394 0.0 0.0 0.0
```
Forces are in eV/Å.

Results of the Mulliken charge analysis, in e, for atoms 1 through 4: 0.3150 -1.8829 1.5759 -0.9743


Record 2
DFT (ωB97M-V/def2-TZVPD) results for a molecular structure, C28H24Cl60O6S.

Spin multiplicity: 1
Charge: 0
E_HOMO: -10.35 eV
Calculated total energy: -803881.7628 eV
Lowest unoccupied orbital energy: -0.16 eV
HOMO-LUMO gap: 10.18 eV

```
119
Properties=species:S:1:pos:R:3:forces:R:3
C 8.015578 -0.078702 0.218109 -0.6 -0.6 -0.4
C 6.418719 -0.028469 0.423054 1.2 -0.8 -0.2
C 5.814952 -1.137927 -0.539595 0.2 1.8 0.1
C 4.245724 -1.062596 -0.748386 -0.5 -2.5 0.4
C 3.279222 -1.360424 0.477171 0.6 0.6 0.7
C 1.732206 -1.458181 0.121954 -0.9 -0.4 0.7
C 0.970823 -2.600048 0.975898 -0.3 0.8 -0.5
C -0.614350 -2.329697 1.079400 0.4 0.3 -0.2
C -1.417671 -2.720729 -0.231508 -0.8 0.4 0.0
C -2.872812 -2.061947 -0.218767 -0.9 -1.0 0.5
O -3.044349 -0.954521 -1.152511 -2.1 0.3 0.3
C -4.432364 -0.567424 -1.175897 -2.4 -1.0 -1.4
C -4.905987 0.764296 -0.448857 0.7 0.3 0.6
O -5.314030 -1.239736 -1.767879 3.7 2.0 2.1
C 4.004684 -2.241552 -1.844748 1.5 -0.4 1.6
O 3.448972 -1.722593 -3.062840 0.3 1.6 2.3
S 3.216707 -0.061795 -2.843146 -1.3 0.7 -3.5
O 4.117742 0.634095 -3.791701 -2.0 -1.6 2.8
O 1.749232 0.079390 -3.050308 3.8 0.1 1.4
O 3.740296 0.201785 -1.266324 -0.2 -1.5 -2.7
H 8.574189 0.542760 0.971866 -0.6 -0.7 -0.9
H 8.361807 -1.166611 0.261796 -0.3 1.4 0.2
H 8.260410 0.254483 -0.845578 -0.3 -0.2 1.4
H 6.115106 1.027056 0.172656 -0.2 -1.2 0.3
H 6.137019 -0.325399 1.487535 0.4 0.8 -1.3
H 6.174373 -2.152021 -0.170581 -0.9 1.1 -0.4
H 6.293052 -1.004608 -1.567483 -0.7 -0.1 1.2
H 3.392689 -0.476170 1.191524 0.0 -1.2 -0.8
H 3.655211 -2.269866 1.056878 -0.5 1.0 -0.9
H 1.213837 -0.486526 0.400449 0.8 -1.0 -0.6
H 1.497020 -1.670755 -0.960828 0.5 0.4 1.0
H 1.405181 -2.598106 2.020622 -0.4 -0.3 -1.2
H 1.148317 -3.577655 0.423676 -0.1 0.9 1.1
H -0.801747 -1.214511 1.245443 0.4 -1.3 -0.2
H -1.031070 -2.833354 2.014115 0.4 0.4 -1.4
H -1.590784 -3.840789 -0.344804 0.5 1.4 0.3
H -0.885951 -2.368979 -1.167079 -0.5 -0.3 1.1
H -3.658605 -2.834642 -0.510717 1.1 0.8 0.5
H -3.169586 -1.653227 0.807287 0.7 -0.7 -1.0
H -5.690942 0.517178 0.321455 0.8 -0.1 -0.9
H -5.398072 1.478864 -1.183405 0.7 -1.2 0.8
H -4.070865 1.332493 0.092265 -1.4 -1.1 -0.9
H 3.452408 -3.048229 -1.277724 -0.3 0.9 -1.3
H 5.028831 -2.705791 -2.010043 -1.3 0.7 -0.5
C -3.288188 -5.331303 -3.277153 -0.1 0.2 -0.1
Cl -3.827633 -3.660314 -3.037038 0.1 -0.6 0.1
Cl -3.715141 -5.859214 -4.917095 0.3 0.2 0.2
Cl -1.526875 -5.424267 -3.066495 -0.2 0.0 0.0
Cl -4.082478 -6.386117 -2.086173 0.2 0.1 0.0
C -9.246405 -0.188825 -1.368437 0.0 -0.1 -0.1
Cl -8.927732 1.422086 -2.038496 0.0 -0.3 0.1
Cl -8.737529 -1.421179 -2.537032 -0.3 0.1 0.4
Cl -8.336365 -0.394468 0.141418 -0.2 0.0 -0.2
Cl -10.980934 -0.354677 -1.037211 0.3 -0.1 -0.1
C 9.327660 0.301742 4.260356 0.0 0.0 0.1
Cl 8.751894 1.942099 3.898671 0.0 -0.2 0.0
Cl 7.962068 -0.831525 4.201015 0.2 0.1 -0.1
Cl 10.541620 -0.179194 3.058766 -0.1 0.0 0.2
Cl 10.061876 0.272993 5.876275 -0.2 0.2 -0.4
C -7.711476 -7.616414 -5.252285 0.0 0.0 0.1
Cl -8.630546 -6.165417 -5.699534 0.1 -0.2 0.1
Cl -8.820775 -8.845921 -4.612270 0.1 0.1 -0.1
Cl -6.882289 -8.256539 -6.685680 -0.1 0.1 0.2
Cl -6.511826 -7.197739 -4.014396 -0.5 -0.2 -0.2
C -1.973036 2.430855 -2.430534 0.2 -0.2 0.0
Cl -3.572303 2.125999 -3.125721 0.1 0.1 -0.2
Cl -1.922421 1.784676 -0.779457 0.7 0.5 -0.2
Cl -0.735769 1.620021 -3.398443 -0.3 0.2 0.2
Cl -1.667707 4.181492 -2.405096 -0.3 -1.1 -0.1
C -5.325440 -0.979994 -5.892271 0.0 -0.1 0.0
Cl -6.701946 -1.197575 -4.794151 0.4 0.1 -0.3
Cl -3.811846 -1.223844 -5.001278 -0.2 0.3 -0.3
Cl -5.430692 -2.161091 -7.214119 0.0 0.2 0.2
Cl -5.356474 0.664355 -6.561810 0.0 -0.2 0.1
C -2.421231 -0.554753 -9.545619 0.0 0.0 0.1
Cl -1.289265 -0.274318 -10.884037 -0.1 0.0 0.2
Cl -4.010887 0.112825 -9.966537 0.2 -0.1 0.0
Cl -2.570762 -2.298716 -9.253102 0.1 0.2 -0.1
Cl -1.814038 0.240285 -8.080114 -0.1 -0.1 -0.2
C 13.493653 -2.056005 7.201726 0.1 0.0 -0.1
Cl 13.052854 -3.775178 7.206293 0.1 0.2 0.0
Cl 15.258799 -1.897782 7.103767 -0.2 0.0 0.0
Cl 12.747941 -1.257942 5.803330 0.4 -0.3 0.2
Cl 12.912861 -1.292294 8.695176 0.1 -0.1 -0.2
C -14.401795 2.381782 -0.319451 0.0 0.1 0.0
Cl -14.879896 0.672449 -0.334382 0.1 0.2 0.0
Cl -12.639133 2.502070 -0.483352 -0.4 0.0 0.1
Cl -15.181021 3.226362 -1.671747 0.1 -0.1 0.2
Cl -14.906138 3.124252 1.211531 0.1 -0.1 -0.2
C 13.565522 -1.120724 0.256767 0.0 0.0 0.0
Cl 11.995280 -1.436852 -0.508817 0.2 0.1 0.1
Cl 13.537628 -1.716877 1.928143 0.0 0.1 -0.2
Cl 14.844405 -1.954042 -0.647911 -0.2 0.1 0.1
Cl 13.881839 0.625360 0.257615 -0.1 -0.2 0.0
C -8.429534 5.228270 -0.609970 0.0 0.0 0.0
Cl -8.399284 6.454780 0.671341 0.0 -0.2 -0.2
Cl -8.038954 5.988700 -2.165165 0.0 -0.1 0.2
Cl -7.230202 3.969660 -0.249355 -0.1 0.2 0.0
Cl -10.047336 4.500512 -0.697453 0.3 0.2 0.0
C 6.486982 -0.407973 8.273896 0.1 0.1 -0.1
Cl 6.393426 -2.048480 7.602525 0.0 0.2 0.1
Cl 7.588329 -0.400251 9.665200 -0.2 0.0 -0.2
Cl 7.094565 0.704215 7.032926 -0.4 0.0 0.5
Cl 4.871017 0.110311 8.796657 0.7 0.0 -0.8
C -0.926249 8.478962 -2.923278 0.0 0.1 0.0
Cl -0.418868 8.502865 -4.623365 -0.1 0.0 0.3
Cl -1.097799 6.796421 -2.380954 0.2 1.2 0.0
Cl 0.294144 9.299284 -1.929522 -0.2 -0.1 -0.1
Cl -2.483308 9.314846 -2.758155 0.2 -0.1 0.0
C -6.172993 9.703945 2.285990 0.0 0.0 0.0
Cl -5.345698 8.707374 1.073753 -0.1 0.1 0.2
Cl -6.816045 8.660038 3.569673 0.1 0.1 -0.2
Cl -5.024420 10.862409 2.984731 -0.2 -0.2 -0.1
Cl -7.507750 10.584568 1.516130 0.2 -0.1 0.1
C 2.508975 -0.061845 12.621818 -0.2 0.1 0.0
Cl 3.185739 0.100914 10.987743 -0.5 -0.1 1.0
Cl 0.930357 0.747363 12.694661 0.2 -0.1 0.0
Cl 2.310379 -1.782071 13.009994 0.0 0.2 -0.1
Cl 3.611532 0.685720 13.794148 -0.1 -0.1 -0.2
```
Forces are in eV/Å.

Results of the Mulliken charge analysis, in e, for atoms 1 through 4: -0.9979 -0.2090 -1.3238 1.1908


Record 3
DFT (ωB97M-V/def2-TZVPD) results for a molecular structure, C28H24CoN4O4.

Spin multiplicity: 1
Charge: -1
E_HOMO: -3.76 eV
Calculated total energy: -81206.6780 eV
Lowest unoccupied orbital energy: 2.52 eV
HOMO-LUMO gap: 6.28 eV

```
61
Properties=species:S:1:pos:R:3:forces:R:3
Co -0.975670 0.308032 -0.282214 -0.2 0.0 0.1
O -1.994296 0.211176 1.308774 -0.4 0.2 -0.4
C -2.161688 1.217947 2.099141 0.4 0.1 0.3
C -3.323948 1.271214 2.908641 0.0 0.0 0.0
C -3.523526 2.284287 3.815870 0.0 0.0 0.0
C -2.584549 3.309231 3.979525 0.0 0.0 0.0
C -1.446396 3.286975 3.205197 0.0 0.0 0.0
C -1.210575 2.272778 2.265786 -0.2 -0.1 0.0
C -0.016399 2.356211 1.459239 0.0 -0.1 0.1
N 0.238698 1.575144 0.480104 -0.2 -0.2 -0.3
N 1.311707 1.887263 -0.332644 0.3 0.2 0.0
C 1.187529 1.259307 -1.472859 0.0 -0.1 0.1
O 0.196769 0.503196 -1.794335 -0.1 0.0 0.1
C 2.296309 1.386934 -2.450357 0.0 0.0 -0.1
C 2.475129 0.376787 -3.389555 0.0 0.0 0.0
C 3.528897 0.445694 -4.287894 0.0 0.0 0.0
C 4.400039 1.525551 -4.259955 0.0 0.0 0.0
C 4.221464 2.535159 -3.322688 0.0 0.0 0.0
C 3.176503 2.464109 -2.415261 0.0 0.0 0.0
H -4.042887 0.470582 2.787563 0.0 0.0 0.0
H -4.427431 2.286347 4.414532 0.0 0.0 0.0
H -2.750353 4.101601 4.697195 0.0 0.0 0.0
H -0.702529 4.069947 3.313100 0.0 0.0 0.0
H 0.678529 3.175563 1.636656 0.0 0.0 0.0
H 1.792119 -0.462649 -3.385131 0.0 0.0 0.0
H 3.674501 -0.350439 -5.007415 0.0 0.0 0.0
H 5.221001 1.579430 -4.964803 0.0 0.0 0.0
H 4.902811 3.376920 -3.296628 0.0 0.0 0.0
H 3.034165 3.231415 -1.666400 0.0 0.0 0.0
N -2.049254 1.904597 -0.934551 0.2 0.0 0.0
C -3.457211 1.491003 -0.949418 0.1 0.0 0.1
C -3.480014 0.034735 -1.414066 0.0 -0.1 -0.1
O -4.517888 -0.439772 -1.847403 0.0 0.0 0.0
O -2.346603 -0.568835 -1.313950 0.0 -0.1 -0.1
H -1.900415 2.789413 -0.459399 0.0 -0.1 0.0
H -1.696011 1.979315 -1.885033 0.0 0.1 0.0
H -4.078968 2.112557 -1.593898 0.0 -0.1 0.0
H -3.849136 1.531816 0.066636 0.0 0.0 0.0
C -1.999022 -4.492343 2.354812 0.1 0.0 0.0
C -0.648288 -4.211692 2.521588 -0.1 0.0 0.0
C -0.050518 -3.180240 1.820063 0.1 0.0 -0.1
C -0.768656 -2.391017 0.895997 0.0 0.0 0.2
C -2.130915 -2.692235 0.738840 -0.1 0.0 0.1
C -2.723550 -3.714924 1.460715 0.0 0.0 0.0
N -0.122527 -1.371094 0.209311 0.0 0.2 0.0
C 1.225465 -1.624718 -0.081292 0.2 -0.1 -0.1
C 2.284111 -0.876710 0.439387 -0.1 0.0 0.0
C 3.600581 -1.142700 0.081994 0.0 0.0 0.0
C 3.905336 -2.190292 -0.771662 0.0 0.0 0.0
C 2.867202 -2.980793 -1.259274 0.0 0.0 0.0
C 1.556733 -2.701516 -0.922651 -0.1 0.1 -0.1
H -2.473394 -5.294676 2.906828 0.0 0.0 0.0
H -0.053400 -4.791341 3.219431 0.0 0.0 0.0
H 0.999728 -2.967089 1.981563 0.0 0.0 0.0
H -2.718566 -2.124283 0.036439 0.0 0.0 0.0
H -3.778204 -3.914218 1.303270 0.0 0.0 0.0
H 2.071700 -0.090685 1.150166 0.0 0.0 0.0
H 4.393476 -0.525423 0.489557 0.0 0.0 0.0
H 4.932200 -2.396063 -1.048190 0.0 0.0 0.0
H 3.082730 -3.812014 -1.921621 0.0 0.0 0.0
H 0.747351 -3.304472 -1.317361 0.0 0.0 0.0
```
Forces are in eV/Å.

Results of the Mulliken charge analysis, in e, for atoms 1 through 4: -0.8884 -0.1714 0.3136 -0.6382


Record 4
DFT (ωB97M-V/def2-TZVPD) results for a molecular structure, C28H24EuN7O2S2.

Spin multiplicity: 7
Charge: +2
E_HOMO (alpha / beta): -12.97 / -12.97 eV
Calculated total energy: -84938.7108 eV
Lowest unoccupied orbital energy (alpha / beta): -6.59 / -6.04 eV
<S²>: 12.02
HOMO-LUMO gap (alpha / beta): 6.39 / 6.93 eV

```
64
Properties=species:S:1:pos:R:3:forces:R:3
Eu -0.032836 1.173203 -0.733687 -3.9 0.9 -1.3
C -1.029626 3.881185 -0.764528 -0.1 0.4 -0.5
C 0.247449 4.008473 -1.329390 -0.2 0.2 -0.2
C 0.501809 3.496991 -2.608446 -0.2 0.2 0.1
C -0.502417 2.820205 -3.307788 -0.1 0.4 0.1
C -1.784935 2.723294 -2.759710 0.1 0.3 0.1
C -2.054628 3.277144 -1.506418 0.2 0.2 -0.1
H -1.267366 4.393928 0.162137 0.1 -0.2 0.0
H 0.999829 4.611427 -0.833838 0.0 -0.2 0.1
H 1.444767 3.714970 -3.094451 0.0 -0.3 0.1
H -0.329245 2.506861 -4.331268 0.1 -0.2 0.1
H -2.596149 2.324433 -3.355041 0.0 -0.2 0.1
H -3.074557 3.331489 -1.150147 0.0 -0.2 0.1
N 7.753971 -0.018900 2.092666 0.2 0.0 0.1
C 6.552394 0.236209 1.552183 -0.3 0.1 -0.2
C 6.419867 0.600946 0.197108 -0.1 0.0 -0.1
C 5.182974 0.828875 -0.359767 0.2 0.0 -0.2
C 4.049300 0.729243 0.437193 -1.0 0.3 -0.2
C 4.150957 0.402653 1.784831 0.1 0.1 0.4
C 5.384027 0.161231 2.336778 -0.2 0.0 0.0
S 2.434521 0.918930 -0.203905 2.4 -0.7 0.0
O 2.325797 1.513338 -1.542494 0.7 -0.2 0.2
O 1.542493 1.716737 0.697906 1.5 0.2 1.3
N 1.594307 -0.439896 -0.417564 1.2 0.8 -0.6
C 1.147344 -1.069657 0.700897 -1.1 -1.1 1.7
N 1.967208 -1.754057 1.486581 0.3 0.2 -0.6
C 1.434263 -2.462787 2.462929 -0.4 -0.1 0.2
C 0.060387 -2.509228 2.677805 0.0 0.2 -0.2
C -0.710124 -1.675605 1.888223 -0.2 0.0 0.2
N -0.189355 -0.926544 0.913661 1.3 0.0 -0.4
H 8.599688 0.047066 1.553640 0.0 0.0 0.0
H 7.830512 -0.310575 3.051567 0.1 0.0 -0.1
H 7.307940 0.707446 -0.406845 0.1 0.0 -0.1
H 5.086779 1.098932 -1.399483 0.1 0.0 -0.1
H 3.258032 0.361159 2.387541 0.0 0.0 0.2
H 5.473199 -0.072826 3.386395 -0.1 0.0 0.1
H 2.133623 -3.001294 3.088567 0.0 -0.1 0.1
H -0.379917 -3.135799 3.434589 0.0 0.0 0.1
H -1.779324 -1.588123 2.043607 -0.1 0.0 0.0
N -3.854872 -1.253413 -0.428882 0.1 -0.1 -0.4
C -4.538103 -1.017520 0.784254 -0.2 0.1 0.6
C -5.440224 -1.953566 1.261083 0.0 0.2 0.0
C -6.060252 -1.755015 2.488071 0.0 0.0 -0.1
C -5.746615 -0.656618 3.264632 0.0 0.1 0.0
C -4.842475 0.286959 2.791062 0.0 -0.1 -0.1
C -4.269855 0.115852 1.545869 0.5 0.0 -0.4
S -3.208439 1.382567 0.857516 -0.3 -0.1 0.1
N -2.329649 0.535785 -0.339804 -0.7 -1.0 -0.2
C -2.730855 -0.611910 -0.812543 0.0 0.9 0.4
C -1.853612 -1.246098 -1.828961 0.2 -0.4 -0.5
C -1.999883 -2.572631 -2.231751 0.0 0.5 0.2
C -1.128197 -3.096274 -3.173868 0.2 0.3 -0.1
C -0.131703 -2.283307 -3.692935 -0.2 0.0 0.1
C -0.036778 -0.979040 -3.229680 0.0 0.1 -0.1
N -0.869781 -0.458048 -2.323417 -0.3 -1.0 -0.1
H -4.118618 -2.102847 -0.905705 0.1 0.2 0.0
H -5.681052 -2.822416 0.667748 0.0 -0.2 -0.1
H -6.787549 -2.468963 2.834139 -0.1 -0.1 0.1
H -6.201700 -0.527119 4.234186 -0.1 0.1 0.0
H -4.607483 1.157720 3.380299 0.1 0.2 0.1
H -2.761015 -3.216904 -1.820340 -0.1 0.0 0.1
H -1.238598 -4.118295 -3.503098 0.0 -0.1 0.0
H 0.552826 -2.650924 -4.440217 0.1 0.0 0.0
H 0.731523 -0.309053 -3.609690 0.0 -0.1 0.1
```
Forces are in eV/Å.

Results of the Mulliken charge analysis, in e, for atoms 1 through 4: 0.4433 -0.4813 -0.3949 -0.4983


> spin multiplicity of number 1 (C28H24Cl5InN5)?

1